Entry 1:
Molecular formula: C2H6N2O2
Method: DFT, ωB97M-V/def2-TZVPD

Positions of all 12 atoms, in Å:
C  -0.22  -1.40  -0.49
N  0.19  -0.28  0.35
O  1.53  0.01  -0.06
H  1.99  0.38  0.71
H  -0.41  -0.11  1.37
H  -0.19  -1.14  -1.55
H  0.47  -2.23  -0.38
H  -1.21  -1.73  -0.20
N  -0.39  2.18  -0.43
C  -0.78  1.28  0.33
O  -1.30  1.16  1.47
H  0.31  1.89  -1.10

- HOMO energy: -0.35635 Ha
- Relative energy (zero: lowest compared OMol25 entry of this formula, charge and spin): 452.3 kJ/mol
- 2S+1: 1

Entry 2:
Molecular formula: C44H43BiF8N4O3S2Te
Method: DFT, ωB97M-V/def2-TZVPD

Positions of all 106 atoms, in Å:
Bi  0.04  0.56  -0.53
F  3.25  1.29  2.50
C  3.19  0.35  3.46
F  2.35  0.78  4.41
F  4.42  0.33  4.03
C  2.83  -1.01  2.93
C  3.74  -2.05  3.06
C  3.44  -3.29  2.54
C  2.21  -3.45  1.91
N  1.32  -2.47  1.81
C  1.59  -1.26  2.28
S  0.38  0.00  2.10
H  4.68  -1.87  3.55
H  4.14  -4.12  2.60
H  1.92  -4.39  1.46
C  -2.96  4.36  -3.56
C  -3.75  3.10  -3.84
N  -3.57  2.10  -2.79
C  -4.60  2.08  -1.75
C  -5.77  1.18  -2.11
C  -2.51  1.28  -2.82
S  -2.37  0.06  -1.55
N  -1.72  1.38  -3.87
C  -0.48  0.89  -3.98
O  0.37  0.86  -3.08
C  -0.09  0.42  -5.35
C  1.12  -0.25  -5.51
C  1.50  -0.71  -6.76
C  0.68  -0.49  -7.86
C  -0.52  0.19  -7.71
C  -0.91  0.64  -6.45
H  -3.12  5.10  -4.34
H  -1.89  4.13  -3.51
H  -3.25  4.81  -2.60
H  -3.45  2.66  -4.79
H  -4.82  3.32  -3.89
H  -4.93  3.11  -1.61
H  -4.14  1.76  -0.82
H  -6.22  1.46  -3.06
H  -6.53  1.23  -1.33
H  -5.43  0.14  -2.18
H  1.75  -0.40  -4.64
H  2.44  -1.24  -6.88
H  0.98  -0.84  -8.84
H  -1.16  0.37  -8.57
H  -1.84  1.16  -6.31
C  -1.29  -2.77  -0.06
C  0.06  -2.68  -0.73
O  0.66  -3.77  -0.99
N  0.56  -1.51  -1.07
Te  2.47  -2.43  -2.16
C  4.00  -3.95  -1.95
C  3.76  -5.16  -2.63
C  2.50  -5.40  -3.42
C  4.72  -6.17  -2.56
C  5.88  -6.02  -1.83
C  6.91  -7.13  -1.76
C  6.08  -4.84  -1.13
C  5.15  -3.80  -1.17
C  5.41  -2.57  -0.35
C  3.79  -0.78  -2.56
C  4.44  -0.75  -3.80
C  4.39  -1.90  -4.77
C  5.21  0.36  -4.14
C  5.35  1.45  -3.29
C  6.16  2.65  -3.68
C  4.72  1.39  -2.05
C  3.96  0.29  -1.66
C  3.43  0.29  -0.25
H  -1.45  -3.79  0.28
H  -2.07  -2.49  -0.76
H  -1.32  -2.09  0.80
H  1.61  -5.14  -2.85
H  2.44  -6.45  -3.71
H  2.49  -4.80  -4.34
H  4.53  -7.10  -3.09
H  6.58  -8.00  -2.32
H  7.09  -7.43  -0.73
H  7.86  -6.80  -2.18
H  6.97  -4.72  -0.52
H  6.18  -2.77  0.41
H  4.50  -2.25  0.17
H  5.75  -1.74  -0.97
H  3.40  -2.34  -4.83
H  5.08  -2.69  -4.46
H  4.69  -1.57  -5.77
H  5.70  0.38  -5.11
H  6.48  2.59  -4.72
H  7.06  2.73  -3.06
H  5.59  3.57  -3.55
H  4.83  2.22  -1.36
H  3.00  1.26  0.01
H  4.25  0.12  0.45
H  2.70  -0.49  -0.08
F  -6.43  3.40  1.81
C  -5.15  3.09  1.55
C  -4.64  1.84  1.89
F  -5.45  0.94  2.47
C  -3.32  1.52  1.62
F  -2.89  0.30  1.94
C  -2.43  2.42  1.00
O  -1.20  2.14  0.74
C  -2.99  3.68  0.68
F  -2.23  4.59  0.06
C  -4.31  4.00  0.95
F  -4.79  5.21  0.60

- HOMO energy (spin up / spin down): -0.16076 / -0.19483 Ha
- Relative energy (zero: lowest compared OMol25 entry of this formula, charge and spin): 9.0 kJ/mol
- Total charge: -1
- ⟨S²⟩: 0.76
- 2S+1: 2

Entry 3:
Molecular formula: H18KrO9
Method: DFT, ωB97M-V/def2-TZVPD

Positions of all 28 atoms, in Å:
Kr  -0.35  0.01  -0.33
O  1.16  1.89  2.82
H  0.24  1.97  2.55
H  1.37  2.74  3.20
O  1.10  -0.87  3.20
H  1.72  -1.25  2.57
H  0.99  0.03  2.90
O  2.31  -2.31  1.06
H  2.95  -3.02  1.00
H  2.76  -1.55  0.70
O  -0.97  3.14  -2.21
H  -1.53  2.46  -2.58
H  -1.50  3.53  -1.52
O  1.20  0.96  -3.56
H  0.63  1.22  -2.83
H  2.03  1.39  -3.37
O  -1.62  2.16  2.15
H  -1.32  2.84  1.54
H  -2.01  2.64  2.88
O  -3.56  1.14  0.38
H  -2.98  1.53  1.03
H  -3.40  0.20  0.47
O  -0.69  -3.11  -3.55
H  -0.65  -4.01  -3.86
H  -0.47  -3.17  -2.62
O  0.75  -3.40  -1.03
H  1.27  -2.91  -0.39
H  0.55  -4.23  -0.60

- HOMO energy: -0.38677 Ha
- Relative energy (zero: lowest compared OMol25 entry of this formula, charge and spin): 88.7 kJ/mol
- 2S+1: 1

Entry 4:
Molecular formula: C3H4O2S
Method: DFT, ωB97M-V/def2-TZVPD

Positions of all 10 atoms, in Å:
O  1.65  -1.68  0.91
C  1.74  -0.67  0.30
C  0.58  0.47  0.03
O  -0.63  -0.44  0.28
C  -1.95  -0.04  -0.07
S  -2.27  1.05  -1.30
H  2.68  -0.19  -0.14
H  0.70  1.36  0.82
H  0.43  0.82  -0.99
H  -2.93  -0.69  0.15

- HOMO energy: -0.33555 Ha
- Relative energy (zero: lowest compared OMol25 entry of this formula, charge and spin): 297.5 kJ/mol
- Structure (SMILES): O=CCOC=S
- 2S+1: 1

Entry 5:
Molecular formula: C34H34N7Sc
Method: DFT, ωB97M-V/def2-TZVPD

Positions of all 76 atoms, in Å:
Sc  0.14  0.14  -0.14
C  3.93  -0.96  -2.13
C  4.77  0.17  -2.00
C  4.24  1.33  -1.52
C  2.86  1.42  -1.15
N  2.08  0.29  -1.20
C  2.64  -0.84  -1.72
N  2.44  2.63  -0.78
C  1.17  2.96  -0.57
N  0.06  2.16  -0.63
C  -1.06  2.93  -0.36
N  -2.33  2.55  -0.33
C  -2.77  1.32  -0.61
C  -4.19  1.19  -0.74
C  -4.76  0.02  -1.13
C  -3.92  -1.09  -1.39
C  -2.58  -0.94  -1.19
N  -1.98  0.21  -0.77
C  -0.63  4.28  -0.12
C  -1.35  5.45  0.17
C  -0.64  6.62  0.33
C  0.77  6.64  0.19
C  1.48  5.50  -0.10
C  0.76  4.31  -0.26
H  4.29  -1.89  -2.54
H  5.81  0.13  -2.29
H  4.82  2.23  -1.42
H  1.97  -1.69  -1.78
H  -4.77  2.08  -0.55
H  -5.83  -0.05  -1.25
H  -4.32  -2.03  -1.73
H  -1.91  -1.77  -1.37
H  -2.43  5.42  0.27
H  -1.16  7.54  0.56
H  1.29  7.58  0.32
H  2.55  5.50  -0.21
C  2.51  -1.17  2.18
C  1.55  -0.19  2.88
C  2.30  1.13  3.11
C  0.35  0.12  2.01
C  1.08  -0.84  4.18
C  0.13  -1.86  4.11
C  -0.34  -2.49  5.25
C  0.13  -2.11  6.50
C  1.06  -1.08  6.59
C  1.52  -0.45  5.44
H  2.88  -0.74  1.25
H  2.01  -2.12  1.95
H  3.37  -1.39  2.81
H  2.58  1.55  2.15
H  3.21  0.97  3.69
H  1.67  1.86  3.63
H  -0.46  0.56  2.60
H  -0.27  -2.12  3.14
H  -1.08  -3.27  5.17
H  -0.24  -2.59  7.40
H  1.42  -0.77  7.56
H  2.25  0.35  5.53
N  0.17  -2.15  -0.35
C  0.19  -3.25  0.03
N  0.24  -4.48  0.43
C  0.16  -4.76  1.89
C  0.33  -6.25  2.10
C  -0.77  -7.05  1.39
C  -1.08  -6.48  -0.01
C  0.04  -5.59  -0.52
H  -0.80  -4.41  2.27
H  0.95  -4.19  2.39
H  0.32  -6.46  3.17
H  1.32  -6.54  1.74
H  -1.68  -7.03  1.99
H  -0.46  -8.09  1.32
H  -2.00  -5.89  0.01
H  -1.25  -7.29  -0.73
H  -0.20  -5.15  -1.49
H  0.98  -6.14  -0.62

- HOMO energy (spin up / spin down): -0.26718 / -0.18085 Ha
- Relative energy (zero: lowest compared OMol25 entry of this formula, charge and spin): 17.5 kJ/mol
- 2S+1: 1

Entry 6:
Molecular formula: C5H8NO2
Method: DFT, ωB97M-V/def2-TZVPD

Positions of all 16 atoms, in Å:
O  1.60  -0.34  -2.71
C  0.47  -0.19  -2.20
O  -0.54  0.37  -2.66
C  0.43  -0.60  -0.66
C  -0.97  -0.65  -0.08
C  -0.88  0.00  1.32
C  0.28  0.98  1.19
N  1.11  0.49  0.07
H  0.95  -1.54  -0.57
H  -1.57  0.02  -0.71
H  -1.33  -1.68  0.00
H  -1.80  0.53  1.49
H  -0.66  -0.72  2.10
H  0.86  1.00  2.10
H  -0.01  2.02  0.98
H  2.06  0.31  0.33

- HOMO energy: -0.12599 Ha
- Relative energy (zero: lowest compared OMol25 entry of this formula, charge and spin): 34.7 kJ/mol
- Total charge: -1
- Structure (SMILES): O=C([O-])[C@@H]1CCCN1
- 2S+1: 1

Entry 7:
Molecular formula: C24H24BF33N2O8S
Method: DFT, ωB97M-V/def2-TZVPD

Positions of all 93 atoms, in Å:
N  -0.16  -5.43  -1.74
C  -0.46  -4.54  -0.62
C  -1.13  -3.27  -1.13
S  -2.80  -3.13  -0.25
O  -1.54  -3.25  -2.47
C  -1.72  -1.91  -2.75
O  -2.61  -1.38  -3.34
O  -0.60  -1.28  -2.23
C  -0.35  -1.88  -0.98
F  -0.96  -1.09  -0.04
B  1.23  -1.84  -0.65
N  2.22  -2.63  -1.30
O  1.61  -0.95  0.34
H  0.60  -5.07  -2.30
H  0.07  -6.35  -1.40
H  0.41  -4.33  0.01
H  -1.18  -5.07  -0.03
H  -2.49  -3.32  1.04
H  2.70  -3.28  -0.70
H  1.92  -3.05  -2.17
H  1.71  -1.37  1.20
F  -1.46  4.62  -4.81
C  -0.53  3.89  -4.16
F  0.64  4.57  -4.22
C  -0.34  2.51  -4.79
F  0.20  2.63  -6.02
F  0.59  1.88  -4.02
C  -1.55  1.56  -4.85
O  -2.29  1.48  -6.05
C  -3.30  2.36  -6.35
F  -3.65  3.10  -5.28
F  -4.38  1.61  -6.68
C  -2.99  3.22  -7.58
F  -1.84  3.90  -7.42
F  -3.99  4.11  -7.76
H  -0.82  3.79  -3.11
H  -1.12  0.57  -4.74
H  -2.20  1.69  -3.98
H  -2.91  2.58  -8.47
F  0.55  2.02  2.22
C  0.30  2.20  0.90
F  1.30  2.98  0.41
C  -1.04  2.89  0.66
F  -1.02  4.15  1.13
F  -1.17  2.97  -0.70
C  -2.30  2.16  1.16
O  -2.87  2.54  2.41
C  -2.44  2.00  3.59
F  -1.63  0.93  3.40
F  -3.53  1.55  4.24
C  -1.79  3.04  4.51
F  -0.76  3.66  3.91
F  -1.32  2.41  5.62
H  0.34  1.23  0.40
H  -3.07  2.43  0.44
H  -2.19  1.08  1.09
H  -2.53  3.79  4.81
F  -3.83  -1.95  5.54
C  -2.59  -1.82  5.04
F  -2.50  -2.64  3.95
C  -1.51  -2.22  6.04
F  -1.58  -3.54  6.31
F  -0.32  -2.01  5.40
C  -1.43  -1.43  7.36
O  -2.03  -1.98  8.52
C  -3.37  -1.78  8.81
F  -3.92  -0.84  8.02
F  -3.43  -1.32  10.08
C  -4.16  -3.09  8.79
F  -4.04  -3.72  7.60
F  -5.47  -2.82  8.99
H  -2.44  -0.79  4.70
H  -0.37  -1.42  7.61
H  -1.71  -0.39  7.22
H  -3.80  -3.76  9.57
F  7.80  0.07  -1.71
C  7.06  -1.00  -1.35
F  7.82  -2.11  -1.52
C  5.79  -1.14  -2.21
F  6.12  -1.43  -3.48
F  5.13  -2.22  -1.71
C  4.78  0.02  -2.18
O  4.80  0.97  -3.24
C  5.63  2.07  -3.21
F  6.20  2.24  -2.00
F  4.86  3.15  -3.45
C  6.68  2.03  -4.33
F  7.41  0.90  -4.28
F  7.51  3.09  -4.19
H  6.80  -0.91  -0.30
H  3.81  -0.47  -2.30
H  4.75  0.50  -1.21
H  6.18  2.08  -5.31

- HOMO energy: -0.36273 Ha
- Structure (SMILES): NC[C@]1(S)OC(=O)O[C@]1(F)B(N)O.FC(F)C(F)(F)COC(F)(F)C(F)F.FC(F)C(F)(F)COC(F)(F)C(F)F.FC(F)C(F)(F)COC(F)(F)C(F)F.FC(F)C(F)(F)COC(F)(F)C(F)F
- 2S+1: 1

Entry 8:
Molecular formula: C3H4ClF
Method: DFT, ωB97M-V/def2-TZVPD

Positions of all 9 atoms, in Å:
C  -0.02  0.17  -0.05
C  1.47  0.04  0.27
C  -1.30  -0.58  0.15
F  2.23  1.15  -0.14
Cl  -2.72  0.24  -0.10
H  -0.38  1.24  0.11
H  0.08  0.21  -1.07
H  2.09  -0.88  0.35
H  -1.46  -1.59  0.48

- HOMO energy (spin up / spin down): -0.30586 / -0.29352 Ha
- Relative energy (zero: lowest compared OMol25 entry of this formula, charge and spin): 368.7 kJ/mol
- 2S+1: 1

Entry 9:
Molecular formula: C3H4NO3
Method: DFT, ωB97M-V/def2-TZVPD

Positions of all 11 atoms, in Å:
C  1.53  0.93  0.53
C  1.20  -0.40  -0.08
O  1.97  -1.34  -0.31
N  -0.06  -0.49  -0.49
C  -1.34  0.23  0.00
O  -1.29  0.88  1.09
O  -2.19  0.00  -0.82
H  1.07  1.71  -0.11
H  2.57  1.19  0.65
H  0.97  1.07  1.48
H  -0.40  -1.35  -0.98

- HOMO energy: -0.17863 Ha
- Relative energy (zero: lowest compared OMol25 entry of this formula, charge and spin): 27.9 kJ/mol
- Total charge: -1
- Structure (SMILES): CC(=O)NC(=O)[O-]
- 2S+1: 1

Entry 10:
Molecular formula: C9H19N6
Method: DFT, ωB97M-V/def2-TZVPD

Positions of all 34 atoms, in Å:
C  2.96  -0.85  1.98
C  3.51  0.12  1.15
C  1.33  0.06  0.85
C  -1.99  -0.69  -0.93
C  -1.43  3.76  -1.55
C  -1.61  -2.79  -1.79
C  -0.69  -1.73  2.61
C  -1.98  0.64  -0.90
C  -0.60  2.44  -1.67
N  -1.02  -1.56  -1.23
N  1.60  -0.81  1.78
N  2.47  0.68  0.49
N  0.75  -1.67  2.46
N  2.50  1.34  -0.75
N  -0.79  1.23  -1.33
H  3.44  -1.31  2.86
H  4.49  0.44  0.86
H  0.23  0.24  0.47
H  -2.88  -1.17  -0.51
H  -1.85  3.59  -0.49
H  -0.67  4.50  -1.70
H  -2.27  3.98  -2.16
H  -2.49  -3.11  -1.22
H  -0.97  -3.62  -1.86
H  -2.04  -2.53  -2.79
H  -0.98  -2.68  2.99
H  -1.02  -1.06  3.45
H  -1.09  -1.43  1.74
H  -2.74  1.13  -0.26
H  1.63  1.30  -1.18
H  -0.17  -1.15  -1.66
H  0.43  2.65  -2.05
H  1.37  -2.24  3.10
H  2.54  2.32  -0.74

- HOMO energy: -0.39950 Ha
- Relative energy (zero: lowest compared OMol25 entry of this formula, charge and spin): 228.3 kJ/mol
- Total charge: +1
- 2S+1: 1

Entry 11:
Molecular formula: C6H5Cl2N3O4
Method: DFT, ωB97M-V/def2-TZVPD

Positions of all 20 atoms, in Å:
C  -0.84  0.03  -0.59
N  0.58  0.31  -0.17
C  1.48  -0.68  0.05
C  1.05  -2.14  0.21
O  0.98  -2.80  -0.80
O  0.66  -2.48  1.41
C  2.87  -0.36  0.01
N  3.79  -1.47  0.37
O  4.99  -1.33  0.38
O  3.25  -2.50  0.74
C  3.27  0.98  -0.30
Cl  4.87  1.30  -0.65
N  2.37  1.90  -0.51
C  1.04  1.67  -0.16
Cl  0.86  2.26  1.71
H  -1.06  0.19  -1.64
H  -1.25  -0.81  -0.19
H  -1.41  0.75  -0.01
H  0.32  -1.84  1.99
H  0.30  2.41  -0.75

- HOMO energy: -0.35581 Ha
- Relative energy (zero: lowest compared OMol25 entry of this formula, charge and spin): 17.6 kJ/mol
- Structure (SMILES): CN1C(C(=O)O)=C([N+](=O)[O-])C(Cl)=N[C@@H]1Cl
- 2S+1: 1

Entry 12:
Molecular formula: C2H10NO
Method: DFT, ωB97M-V/def2-TZVPD

Positions of all 14 atoms, in Å:
O  -1.05  1.84  1.71
H  -0.27  2.41  1.80
H  -0.15  0.52  0.82
H  -1.55  1.99  2.55
C  0.53  -1.31  -1.85
C  -0.07  -1.17  -0.40
N  0.59  0.18  0.18
H  0.76  -0.39  -2.45
H  1.55  -1.73  -1.85
H  -0.16  -1.79  -2.56
H  -1.10  -0.85  -0.34
H  0.17  -1.91  0.34
H  1.37  0.03  0.82
H  0.90  0.67  -0.67

- HOMO energy: -0.60427 Ha
- Relative energy (zero: lowest compared OMol25 entry of this formula, charge and spin): 87.4 kJ/mol
- Total charge: +1
- 2S+1: 1

Entry 13:
Molecular formula: HNO4S
Method: DFT, ωB97M-V/def2-TZVPD

Positions of all 7 atoms, in Å:
N  0.71  0.79  1.10
O  -1.38  -1.53  -2.57
O  -0.49  -1.01  -0.32
O  -0.19  0.99  1.83
O  1.59  1.52  0.76
S  -1.06  -0.57  -1.59
H  0.82  -0.19  0.79

- HOMO energy: -0.42072 Ha
- Relative energy (zero: lowest compared OMol25 entry of this formula, charge and spin): 21.5 kJ/mol
- 2S+1: 1

Entry 14:
Molecular formula: CH7N2
Method: DFT, ωB97M-V/def2-TZVPD

Positions of all 10 atoms, in Å:
C  -2.01  0.17  0.07
N  -0.76  -0.11  -0.08
N  1.73  0.07  0.03
H  -2.75  -0.38  -0.39
H  -2.36  0.99  0.79
H  0.61  0.35  0.20
H  -0.52  -0.89  -0.72
H  2.27  0.68  -0.60
H  2.00  0.03  1.01
H  1.80  -0.91  -0.30

- HOMO energy: -0.58162 Ha
- Relative energy (zero: lowest compared OMol25 entry of this formula, charge and spin): 69.3 kJ/mol
- Total charge: +1
- 2S+1: 1

Entry 15:
Molecular formula: CH13NO4
Method: DFT, ωB97M-V/def2-TZVPD

Positions of all 19 atoms, in Å:
C  -0.76  0.79  -2.46
N  -0.59  0.65  -1.00
H  0.02  0.22  -2.95
H  -1.71  0.36  -2.78
H  -0.79  1.83  -2.79
H  -1.09  1.39  -0.53
H  0.38  0.83  -0.81
O  -1.06  -4.19  -1.32
H  -1.50  -3.46  -1.75
H  -1.20  -4.15  -0.37
O  -1.65  -1.33  0.87
H  -1.25  -0.82  0.14
H  -2.38  -0.80  1.19
O  2.98  3.13  1.00
H  3.35  2.25  1.12
H  3.74  3.71  0.88
O  0.99  0.93  2.53
H  0.33  0.61  1.91
H  0.78  0.42  3.33

- HOMO energy: -0.38029 Ha
- Relative energy (zero: lowest compared OMol25 entry of this formula, charge and spin): 80.5 kJ/mol
- Structure (SMILES): CN.O.O.O.O
- 2S+1: 1

Entry 16:
Molecular formula: C8H15N2O3
Method: DFT, ωB97M-V/def2-TZVPD

Positions of all 28 atoms, in Å:
C  1.50  0.42  -0.78
C  -0.41  0.45  -0.68
C  0.83  -0.85  0.94
C  2.34  1.27  -1.71
C  1.15  -0.70  2.47
C  0.58  -2.30  0.64
C  -1.72  2.23  0.13
C  -2.24  -0.68  -1.49
N  1.95  -0.24  0.20
N  -0.38  0.05  0.60
O  -1.59  -0.45  1.16
O  -0.80  1.78  -0.87
O  -0.79  -0.49  -1.68
H  3.32  1.44  -1.11
H  1.76  2.16  -1.96
H  2.60  0.80  -2.70
H  1.40  0.37  2.61
H  2.13  -1.20  2.65
H  0.46  -0.95  3.19
H  0.49  -2.77  -0.35
H  -0.37  -2.49  1.20
H  1.44  -2.79  1.09
H  -1.87  1.41  0.76
H  -2.59  2.59  -0.46
H  -1.45  3.11  0.57
H  -2.59  0.29  -1.28
H  -2.51  -1.42  -0.72
H  -2.63  -1.05  -2.40

- HOMO energy: -0.08506 Ha
- Relative energy (zero: lowest compared OMol25 entry of this formula, charge and spin): 7.7 kJ/mol
- Total charge: -1
- 2S+1: 1